A molecular structure, C26H35F5IrN3O2Te. Source: OMol25; level of theory: ωB97M-V with the def2-TZVPD basis set.

CARTESIAN COORDINATES (ANGSTROEM)
Ir (0.88, 0.32, -1.98)
C (-4.42, -3.98, -0.03)
C (-3.84, -2.84, 0.81)
C (-4.94, -1.80, 1.08)
C (-3.32, -3.41, 2.14)
C (-2.70, -2.14, 0.10)
C (-2.26, -2.49, -1.18)
C (-1.22, -1.80, -1.77)
N (-0.60, -0.79, -1.16)
C (-1.00, -0.42, 0.08)
C (-2.03, -1.08, 0.71)
C (-0.26, 0.73, 0.63)
C (-0.55, 1.32, 1.84)
C (0.14, 2.46, 2.27)
C (1.09, 2.97, 1.39)
C (1.33, 2.34, 0.19)
N (0.71, 1.22, -0.18)
C (-0.18, 3.08, 3.62)
C (0.65, 4.34, 3.87)
C (-1.67, 3.45, 3.66)
C (0.13, 2.05, 4.71)
H (-5.23, -4.45, 0.53)
H (-3.68, -4.75, -0.24)
H (-4.84, -3.62, -0.97)
H (-5.78, -2.29, 1.57)
H (-5.31, -1.36, 0.15)
H (-4.60, -1.00, 1.74)
H (-4.13, -3.92, 2.65)
H (-2.96, -2.62, 2.81)
H (-2.52, -4.12, 1.98)
H (-2.72, -3.30, -1.73)
H (-0.87, -2.07, -2.75)
H (-2.33, -0.76, 1.70)
H (-1.33, 0.90, 2.46)
H (1.64, 3.87, 1.62)
H (2.02, 2.77, -0.52)
H (0.45, 5.11, 3.12)
H (1.72, 4.13, 3.89)
H (0.38, 4.76, 4.84)
H (-1.93, 4.16, 2.88)
H (-1.90, 3.90, 4.62)
H (-2.32, 2.57, 3.55)
H (1.19, 1.75, 4.69)
H (-0.48, 1.15, 4.61)
H (-0.07, 2.48, 5.69)
O (2.26, 1.62, -2.94)
C (3.49, 1.05, -3.51)
C (4.59, 1.13, -2.47)
C (4.12, 0.69, -1.08)
C (3.64, -0.73, -1.05)
C (4.57, -1.73, -0.77)
C (4.20, -3.06, -0.77)
C (2.88, -3.37, -1.06)
C (2.01, -2.34, -1.33)
N (2.35, -1.04, -1.32)
H (1.75, 2.03, -3.66)
H (3.74, 1.65, -4.39)
H (3.28, 0.03, -3.83)
H (4.96, 2.15, -2.40)
H (5.42, 0.51, -2.81)
H (3.33, 1.35, -0.74)
H (4.94, 0.79, -0.38)
H (5.59, -1.44, -0.55)
H (4.92, -3.84, -0.55)
H (2.52, -4.39, -1.08)
H (0.98, -2.57, -1.57)
F (-1.17, -0.54, -5.77)
Te (-0.95, 0.75, -4.50)
F (0.47, 1.38, -5.53)
F (-2.39, -0.05, -3.68)
F (0.53, -0.55, -3.87)
F (-1.96, 2.10, -5.18)
O (-0.43, 1.56, -2.93)

As for the net charge: +2. The calculation puts the LUMO energy at -6.806 eV. For the orbital gap, the calculation gives 8.53 eV. The calculation puts the energy above the lowest of the compared OMol25 structures with the same formula, charge and spin at 0.0 kcal/mol.


A molecular structure, C26H35FHgNO18 in a non-equilibrium geometry. Source: OMol25; level of theory: ωB97M-V with the def2-TZVPD basis set.

CARTESIAN COORDINATES (ANGSTROEM)
Hg (0.23, 0.85, 1.27)
N (1.21, -0.99, -0.70)
O (1.52, -1.61, -1.67)
O (2.02, -0.32, 0.09)
O (-0.05, -0.86, -0.28)
F (-3.52, -0.51, -1.36)
C (-3.20, -0.64, -2.68)
C (-4.07, -0.44, -3.68)
C (-3.57, -0.46, -4.97)
C (-2.25, -0.88, -5.24)
C (-1.43, -1.11, -4.17)
C (-1.86, -1.05, -2.85)
H (-5.13, -0.16, -3.50)
H (-4.19, -0.34, -5.87)
H (-1.99, -0.92, -6.33)
H (-0.41, -1.40, -4.22)
H (-1.25, -1.30, -1.98)
C (1.80, 2.72, -3.76)
C (2.43, 1.84, -4.78)
C (1.80, 0.45, -5.00)
O (0.66, 0.68, -5.83)
C (0.87, 1.85, -6.52)
O (0.24, 2.25, -7.45)
O (2.04, 2.42, -6.11)
H (2.07, 3.76, -3.97)
H (2.16, 2.41, -2.76)
H (0.71, 2.56, -3.90)
H (3.50, 1.70, -4.83)
H (1.49, -0.08, -4.07)
H (2.44, -0.33, -5.56)
C (3.13, -5.74, 3.00)
C (2.90, -4.50, 2.07)
C (1.64, -4.43, 1.27)
O (1.14, -3.09, 1.40)
C (1.82, -2.46, 2.41)
O (1.61, -1.38, 2.82)
O (2.81, -3.28, 2.85)
H (4.03, -5.56, 3.59)
H (3.30, -6.56, 2.29)
H (2.27, -6.03, 3.62)
H (3.80, -4.36, 1.49)
H (0.89, -5.08, 1.70)
H (1.76, -4.66, 0.22)
C (-2.65, -2.78, 3.90)
C (-3.01, -1.36, 3.49)
C (-3.45, -0.35, 4.61)
O (-2.31, 0.54, 4.63)
C (-1.47, 0.28, 3.65)
O (-0.50, 0.92, 3.32)
O (-1.73, -0.83, 2.98)
H (-3.42, -3.09, 4.65)
H (-1.64, -2.78, 4.28)
H (-2.66, -3.41, 3.02)
H (-3.57, -1.39, 2.54)
H (-3.59, -0.83, 5.60)
H (-4.34, 0.23, 4.31)
C (-4.73, 4.08, 0.72)
C (-4.75, 2.68, 0.27)
C (-4.52, 2.45, -1.21)
O (-3.13, 2.16, -1.30)
C (-2.71, 1.85, -0.07)
O (-1.57, 1.50, 0.16)
O (-3.62, 1.97, 0.88)
H (-5.49, 4.66, 0.21)
H (-3.75, 4.46, 0.45)
H (-4.87, 4.12, 1.81)
H (-5.66, 2.16, 0.51)
H (-4.57, 3.38, -1.78)
H (-5.12, 1.58, -1.61)
C (6.02, 2.96, 3.10)
C (5.39, 1.92, 2.22)
C (4.76, 0.70, 2.89)
O (3.36, 0.79, 2.64)
C (3.14, 1.94, 1.96)
O (2.02, 2.28, 1.58)
O (4.20, 2.57, 1.58)
H (6.78, 2.50, 3.79)
H (5.34, 3.35, 3.84)
H (6.53, 3.72, 2.51)
H (5.95, 1.68, 1.31)
H (4.85, 0.68, 4.00)
H (5.14, -0.25, 2.50)

As for the net charge: +1. The calculation puts the LUMO energy at -2.570 eV. For the orbital gap, the calculation gives 8.20 eV. The calculation puts the energy above the lowest of the compared OMol25 structures with the same formula, charge and spin at 0.0 kcal/mol.


A molecular structure, C26H35FN5O3PtS3. Source: OMol25; level of theory: ωB97M-V with the def2-TZVPD basis set.

CARTESIAN COORDINATES (ANGSTROEM)
Pt (0.02, 0.00, 0.22)
C (-5.08, -4.48, -3.43)
C (-5.59, -3.12, -2.96)
C (-6.41, -2.38, -4.01)
C (-5.55, -2.04, -5.22)
C (-4.30, -1.32, -4.79)
C (-3.63, -0.49, -5.66)
C (-2.48, 0.18, -5.24)
F (-1.86, 0.98, -6.12)
C (-1.98, 0.07, -3.97)
C (-2.65, -0.77, -3.06)
C (-2.15, -0.90, -1.70)
O (-1.09, -0.19, -1.47)
C (-2.85, -1.73, -0.81)
C (-3.97, -2.37, -1.32)
N (-4.44, -2.27, -2.56)
C (-3.79, -1.46, -3.48)
C (-2.62, -2.05, 0.69)
O (-3.53, -2.68, 1.23)
O (-1.54, -1.65, 1.21)
H (-5.92, -5.10, -3.75)
H (-4.57, -5.00, -2.61)
H (-4.38, -4.39, -4.25)
H (-6.18, -3.24, -2.06)
H (-6.81, -1.47, -3.56)
H (-7.25, -3.00, -4.29)
H (-6.11, -1.41, -5.92)
H (-5.28, -2.94, -5.76)
H (-3.98, -0.34, -6.67)
H (-1.10, 0.61, -3.67)
H (-4.52, -3.01, -0.64)
C (4.07, 0.16, 1.31)
C (2.95, 0.53, 2.27)
S (1.23, -0.06, 2.13)
C (1.35, -1.86, 2.25)
C (1.92, -2.52, 1.00)
S (1.25, -1.77, -0.53)
C (2.72, -1.04, -1.37)
C (2.86, 0.48, -1.19)
S (4.28, 1.06, -0.24)
H (4.11, -0.91, 1.13)
H (5.00, 0.39, 1.84)
H (2.86, 1.62, 2.35)
H (3.21, 0.16, 3.26)
H (0.31, -2.15, 2.38)
H (1.91, -2.14, 3.14)
H (1.63, -3.57, 0.99)
H (3.00, -2.48, 0.94)
H (2.57, -1.29, -2.42)
H (3.59, -1.62, -1.03)
H (1.96, 0.83, -0.69)
H (2.93, 0.96, -2.17)
C (-2.59, 1.49, 0.56)
N (-3.35, 2.69, 0.81)
C (-3.09, 3.15, 2.18)
N (-1.66, 3.44, 2.37)
C (-0.90, 2.25, 2.12)
N (-1.10, 1.73, 0.72)
C (-0.72, 2.85, -0.22)
N (-1.49, 4.04, 0.03)
C (-2.92, 3.73, -0.12)
C (-1.26, 4.47, 1.41)
H (-2.75, 1.17, -0.46)
H (-2.86, 0.70, 1.26)
H (-3.40, 2.38, 2.88)
H (-3.67, 4.05, 2.37)
H (-1.19, 1.45, 2.81)
H (0.16, 2.47, 2.24)
H (-0.90, 2.48, -1.24)
H (0.34, 3.04, -0.09)
H (-3.11, 3.39, -1.14)
H (-3.50, 4.64, 0.06)
H (-1.84, 5.38, 1.60)
H (-0.20, 4.70, 1.54)

As for the net charge: +1. The calculation puts the LUMO energy at -2.584 eV. For the orbital gap, the calculation gives 7.97 eV. The calculation puts the energy above the lowest of the compared OMol25 structures with the same formula, charge and spin at 15.0 kcal/mol.


A molecular structure, C26H35GaN2O2S4Sb. Source: OMol25; level of theory: ωB97M-V with the def2-TZVPD basis set.

CARTESIAN COORDINATES (ANGSTROEM)
Ga (-0.23, 0.77, -0.37)
S (-1.03, 3.29, -2.19)
Sb (-2.24, 3.91, -0.05)
S (-1.36, 1.98, 1.22)
S (0.79, 2.53, -1.54)
S (-4.39, 3.31, -0.54)
C (3.57, -1.53, 1.29)
C (3.76, -0.05, 1.11)
C (5.05, 0.44, 0.95)
C (5.30, 1.80, 0.91)
C (4.25, 2.68, 1.09)
C (2.94, 2.24, 1.25)
C (1.87, 3.24, 1.59)
C (2.70, 0.87, 1.18)
N (1.37, 0.35, 1.24)
C (0.95, -0.13, 2.35)
C (1.66, 0.05, 3.66)
C (-0.30, -0.98, 2.36)
C (-0.77, -1.54, 3.67)
N (-0.82, -1.22, 1.23)
C (-1.88, -2.15, 1.06)
C (-3.20, -1.86, 1.39)
C (-3.63, -0.59, 2.07)
C (-4.17, -2.81, 1.07)
C (-3.84, -4.01, 0.47)
C (-2.51, -4.29, 0.18)
C (-1.52, -3.37, 0.46)
C (-0.08, -3.65, 0.13)
H (4.22, -2.09, 0.61)
H (2.55, -1.86, 1.12)
H (3.85, -1.82, 2.31)
H (5.87, -0.27, 0.88)
H (6.31, 2.17, 0.77)
H (4.44, 3.75, 1.13)
H (2.28, 4.02, 2.22)
H (1.02, 2.78, 2.09)
H (1.46, 3.69, 0.68)
H (2.44, 0.80, 3.58)
H (2.11, -0.89, 3.99)
H (0.93, 0.35, 4.41)
H (0.06, -1.90, 4.28)
H (-1.47, -2.36, 3.49)
H (-1.29, -0.77, 4.24)
H (-2.80, -0.03, 2.48)
H (-4.34, -0.82, 2.87)
H (-4.12, 0.09, 1.37)
H (-5.20, -2.59, 1.31)
H (-4.61, -4.72, 0.21)
H (-2.24, -5.22, -0.30)
H (0.03, -4.67, -0.24)
H (0.57, -3.53, 1.00)
H (0.26, -2.96, -0.64)
C (-2.75, 0.08, -1.94)
C (-1.35, -0.39, -1.66)
O (-0.94, -1.43, -2.14)
H (-3.29, -0.68, -2.50)
H (-2.70, 1.02, -2.50)
H (-3.26, 0.34, -1.02)
C (1.54, -1.37, -4.27)
C (2.65, -2.14, -3.55)
C (2.64, -1.53, -2.13)
O (1.74, -0.44, -2.15)
C (1.53, -0.06, -3.51)
H (0.58, -1.87, -4.13)
H (1.73, -1.24, -5.33)
H (3.62, -1.97, -4.03)
H (2.48, -3.22, -3.53)
H (3.63, -1.19, -1.83)
H (2.27, -2.24, -1.39)
H (2.33, 0.61, -3.83)
H (0.58, 0.48, -3.56)

As for the net charge: -1. The calculation puts the LUMO energy at 1.691 eV. For the orbital gap, the calculation gives 5.21 eV. The calculation puts the energy above the lowest of the compared OMol25 structures with the same formula, charge and spin at 14.5 kcal/mol.


A molecular structure, C26H35HgO2 in a non-equilibrium geometry. Source: OMol25; level of theory: ωB97M-V with the def2-TZVPD basis set.

CARTESIAN COORDINATES (ANGSTROEM)
O (2.10, 3.05, -5.42)
C (0.97, 2.80, -6.34)
C (1.44, 3.74, -7.43)
H (-0.01, 3.15, -5.97)
H (0.90, 1.74, -6.59)
C (2.56, 4.03, -6.40)
H (0.74, 4.55, -7.63)
H (1.74, 3.19, -8.33)
C (2.46, 5.46, -5.92)
H (1.42, 5.74, -5.70)
H (2.80, 6.12, -6.73)
H (3.10, 5.64, -5.05)
C (3.95, 3.71, -6.88)
H (4.01, 2.69, -7.27)
H (4.67, 3.81, -6.05)
H (4.22, 4.42, -7.68)
Hg (2.77, 1.10, -2.60)
C (1.72, -2.43, 0.24)
C (0.36, -2.17, -0.10)
C (0.33, -1.83, -1.48)
H (-0.49, -2.19, 0.58)
C (1.67, -1.90, -1.98)
C (2.52, -2.30, -0.93)
H (3.60, -2.50, -1.03)
H (2.05, -2.82, 1.21)
H (-0.54, -1.56, -2.06)
H (1.98, -1.64, -2.99)
C (0.82, 1.13, 2.07)
C (2.02, 1.78, 1.66)
C (1.66, 2.69, 0.63)
H (3.02, 1.57, 2.01)
C (0.26, 2.55, 0.34)
C (-0.24, 1.57, 1.22)
H (-1.24, 1.15, 1.18)
H (0.75, 0.32, 2.81)
H (2.30, 3.43, 0.16)
H (-0.28, 3.08, -0.45)
O (-1.60, 3.24, -4.54)
C (-0.45, 2.78, -3.72)
C (-0.23, 1.25, -4.12)
H (-0.78, 2.81, -2.66)
H (0.50, 3.35, -3.85)
C (-1.61, 0.89, -4.84)
H (-0.18, 0.69, -3.18)
H (0.70, 0.98, -4.66)
C (-2.49, 2.09, -4.47)
H (-1.96, -0.05, -4.44)
H (-1.52, 0.80, -5.94)
H (-2.70, 1.97, -3.38)
H (-3.45, 2.26, -4.95)
C (-3.01, -1.09, 1.68)
C (-2.51, -1.54, 2.89)
C (-2.14, -2.94, 3.05)
C (-1.51, -3.35, 4.21)
C (-1.19, -2.40, 5.20)
C (-1.60, -1.05, 5.09)
C (-2.24, -0.61, 3.95)
H (-3.19, -1.82, 0.90)
H (-3.34, -0.06, 1.57)
H (-2.40, -3.60, 2.21)
H (-1.23, -4.41, 4.32)
H (-0.71, -2.74, 6.09)
H (-1.38, -0.35, 5.90)
H (-2.57, 0.43, 3.80)

As for the net charge: -1. The calculation puts the LUMO energy (alpha / beta) at 1.842 / 1.066 eV. For the orbital gap (alpha / beta), the calculation gives 4.48 / 3.61 eV. The calculation puts the energy above the lowest of the compared OMol25 structures with the same formula, charge and spin at 0.5 kcal/mol.


A molecular structure, C26H35N5O5Ru. Source: OMol25; level of theory: ωB97M-V with the def2-TZVPD basis set.

CARTESIAN COORDINATES (ANGSTROEM)
Ru (-0.53, 0.52, 0.47)
C (-0.16, 4.53, 2.27)
C (0.25, 3.11, 1.99)
O (-0.65, 2.25, 1.92)
C (1.66, 2.83, 1.89)
C (2.27, 1.61, 1.77)
C (3.76, 1.48, 1.89)
N (1.51, 0.50, 1.54)
N (2.17, -0.65, 1.64)
C (1.39, -1.70, 1.26)
O (0.26, -1.59, 0.74)
C (1.98, -3.05, 1.46)
C (3.23, -3.21, 2.05)
C (3.76, -4.49, 2.22)
C (3.04, -5.60, 1.79)
C (1.79, -5.44, 1.20)
C (1.27, -4.17, 1.03)
H (-1.15, 4.71, 1.86)
H (0.56, 5.25, 1.88)
H (-0.22, 4.66, 3.35)
H (2.32, 3.69, 2.02)
H (4.22, 2.47, 1.85)
H (4.16, 0.85, 1.09)
H (4.02, 1.01, 2.83)
H (3.78, -2.34, 2.38)
H (4.73, -4.61, 2.68)
H (3.45, -6.59, 1.92)
H (1.23, -6.30, 0.87)
H (0.30, -4.02, 0.57)
C (-3.76, 1.23, -4.11)
N (-3.13, 1.87, -2.95)
C (-3.04, 3.32, -2.96)
C (-2.55, 1.17, -1.97)
O (-1.95, 1.70, -1.03)
C (-2.66, -0.35, -2.07)
O (-1.92, -0.97, -1.04)
C (-2.60, -1.89, -0.21)
C (-2.92, -1.24, 1.13)
O (-2.59, -0.06, 1.31)
N (-3.53, -1.96, 2.07)
C (-3.78, -1.40, 3.39)
C (-3.91, -3.36, 1.89)
H (-4.33, 1.98, -4.64)
H (-4.45, 0.44, -3.81)
H (-3.02, 0.82, -4.80)
H (-4.03, 3.75, -3.14)
H (-2.36, 3.66, -3.74)
H (-2.68, 3.66, -1.99)
H (-2.28, -0.68, -3.04)
H (-3.72, -0.63, -2.02)
H (-1.94, -2.75, -0.06)
H (-3.52, -2.24, -0.69)
H (-3.21, -0.48, 3.50)
H (-3.47, -2.12, 4.14)
H (-4.84, -1.18, 3.51)
H (-3.93, -3.64, 0.84)
H (-4.91, -3.51, 2.29)
H (-3.22, -4.02, 2.43)
C (4.57, 2.26, -3.18)
C (3.29, 1.80, -2.54)
C (3.06, 0.47, -2.24)
C (1.86, 0.09, -1.66)
N (0.89, 0.96, -1.37)
C (1.09, 2.24, -1.68)
C (2.26, 2.70, -2.25)
H (5.36, 1.53, -3.06)
H (4.90, 3.21, -2.74)
H (4.42, 2.43, -4.24)
H (3.82, -0.28, -2.44)
H (1.67, -0.94, -1.40)
H (0.28, 2.92, -1.44)
H (2.38, 3.76, -2.46)

As for the net charge: +1. The calculation puts the LUMO energy (alpha / beta) at -1.815 / -3.724 eV. For the orbital gap (alpha / beta), the calculation gives 7.81 / 6.45 eV. As for the multiplicity: 6.


| no. | E (Ha) |
| --- | --- |
| 1 | -2197.7490 |
| 2 | -2673.7812 |
| 3 | -2924.8445 |
| 4 | -5029.6859 |
| 5 | -1315.3973 |
| 6 | -1756.3853 |